# 1
Molecular formula: C4H5N3
Method: DFT, ωB97M-V/def2-TZVPD

Geometry as XYZ:
```
12
Properties=species:S:1:pos:R:3:forces:R:3:nbo_charge:R:1
C 1.288 -0.610 0.435 -3.33 -0.13 2.34 -0.104
C -0.828 0.196 -0.349 0.11 1.70 -5.31 -0.273
N 0.628 0.218 -0.431 -0.32 1.17 -1.48 -0.619
C -1.202 0.820 -1.824 -0.12 -1.12 2.25 0.255
C 0.088 -0.485 1.834 3.65 -0.87 -0.19 0.091
N -1.525 1.219 -2.853 0.19 0.00 0.22 -0.336
N -0.268 -0.622 2.918 -0.70 0.13 0.38 -0.365
H 0.969 1.173 -0.501 0.03 -0.42 0.15 0.391
H 2.326 -0.334 0.608 -0.30 -0.14 0.59 0.243
H 1.072 -1.666 0.277 0.56 0.05 -0.21 0.217
H -1.233 -0.811 -0.432 0.00 0.11 0.61 0.250
H -1.315 0.903 0.318 0.23 -0.47 0.65 0.251
```
Positions in Å, forces in eV/Å.

Summary:
* LUMO level: 0.0 eV
* HOMO energy: -10.4 eV
* E: -8695.919 eV
* frontier orbital gap: 10.40 eV
* 2S+1: 1

=====

# 2
Molecular formula: C4H5N3
Method: DFT, ωB97M-V/def2-TZVPD

Geometry as XYZ:
```
12
Properties=species:S:1:pos:R:3:forces:R:3:nbo_charge:R:1
C -1.085 -0.222 -0.097 1.11 -3.25 1.97 0.126
C 0.057 -1.089 0.020 -1.38 1.43 -1.47 -0.355
C 1.273 -0.132 -0.084 -1.76 -2.56 0.54 0.360
C -0.483 1.060 0.017 0.35 1.15 -0.28 0.084
H -3.005 0.545 0.690 1.77 -3.56 -2.61 0.423
H -2.896 -1.266 -0.136 0.33 2.82 0.97 0.415
H 0.214 -2.147 -0.148 -0.47 -0.02 0.29 0.219
H 2.856 -1.151 0.457 -0.79 1.02 -1.20 0.343
H -1.255 1.792 0.244 0.93 1.23 -0.26 0.177
N -2.517 -0.260 -0.003 0.33 -0.31 0.84 -0.852
N 2.508 -0.223 0.075 2.05 -1.99 1.23 -0.527
N 0.798 1.130 -0.106 -2.46 4.03 -0.03 -0.415
```
Positions in Å, forces in eV/Å.

Summary:
* LUMO level: -0.6 eV
* HOMO energy: -8.7 eV
* E: -8696.162 eV
* frontier orbital gap: 8.15 eV
* 2S+1: 1

=====

# 3
Molecular formula: C4H5N3
Method: DFT, ωB97M-V/def2-TZVPD

Geometry as XYZ:
```
12
Properties=species:S:1:pos:R:3:forces:R:3:nbo_charge:R:1
N 2.267 -0.359 -0.201 -0.31 0.21 -0.52 -0.854
C 0.887 -0.329 -0.434 -1.09 1.94 0.91 0.562
N 0.214 -1.276 0.127 -0.04 0.62 -0.48 -0.492
C -1.131 -1.040 0.268 -0.21 0.03 -0.22 0.031
C -1.653 0.202 0.244 -0.21 -0.12 -0.14 -0.350
C -0.808 1.339 -0.094 0.27 -1.11 -0.21 0.100
N 0.232 1.114 -0.841 2.35 -1.54 2.45 -0.427
H 2.941 0.010 -0.851 -0.31 0.36 0.07 0.396
H 2.560 -0.399 0.780 -0.41 -0.13 -0.93 0.405
H -1.758 -1.911 0.432 0.09 0.08 -0.02 0.201
H -2.727 0.311 0.186 -0.09 0.23 0.69 0.226
H -1.025 2.337 0.384 -0.03 -0.59 -1.61 0.200
```
Positions in Å, forces in eV/Å.

Summary:
* LUMO level: 0.2 eV
* HOMO energy: -8.9 eV
* E: -8696.997 eV
* frontier orbital gap: 9.14 eV
* 2S+1: 1

=====

# 4
Molecular formula: C4H5N3
Method: DFT, ωB97M-V/def2-TZVPD

Geometry as XYZ:
```
12
Properties=species:S:1:pos:R:3:forces:R:3:nbo_charge:R:1
C -0.955 -2.372 -1.181 2.20 2.61 1.30 0.253
C -0.630 -1.094 -0.448 0.74 -0.15 0.18 0.059
C 1.008 0.830 0.677 -0.88 -2.49 -2.01 -0.236
C 0.680 -0.137 -0.404 -0.65 -3.18 1.71 -0.502
N -2.170 -2.609 -1.029 -2.32 -0.95 0.25 -0.308
N -1.778 -0.659 0.009 0.15 -0.86 0.40 -0.259
N -2.668 -1.627 -0.275 1.01 0.96 -0.24 -0.202
H 1.424 0.542 1.581 0.74 -0.46 1.37 0.173
H 0.488 1.671 0.536 -1.46 3.62 0.30 0.159
H 1.543 -0.793 -0.389 0.01 -0.47 -1.03 0.225
H 0.373 0.227 -1.326 1.00 1.79 -1.95 0.233
H -3.616 -1.472 -0.010 -0.53 -0.44 -0.27 0.406
```
Positions in Å, forces in eV/Å.

Summary:
* LUMO level (spin up / spin down): 1.1 / -1.3 eV
* ⟨S²⟩: 2.01
* HOMO energy (spin up / spin down): -8.6 / -9.7 eV
* E: -8692.729 eV
* frontier orbital gap (spin up / spin down): 9.77 / 8.37 eV
* 2S+1: 3

=====

# 5
Molecular formula: C4H5N3O
Method: DFT, ωB97M-V/def2-TZVPD

Geometry as XYZ:
```
13
Properties=species:S:1:pos:R:3:forces:R:3:nbo_charge:R:1
C 1.115 -0.790 -0.049 -2.61 -5.92 -0.18 0.642
C 1.490 1.366 0.214 -4.50 -2.98 -3.78 -0.083
C 0.162 1.222 -0.219 -1.95 -2.91 0.18 -0.100
C -2.415 -0.259 0.180 5.35 0.66 1.16 -0.135
H 2.502 -2.012 -0.347 -4.75 -1.42 2.51 0.500
H 1.929 2.298 0.011 1.40 0.71 0.53 0.225
H -0.843 1.639 -0.530 1.94 0.74 0.77 0.233
H -2.636 0.789 0.841 1.76 -2.32 -2.44 0.189
H -3.275 -0.786 0.302 -2.20 -2.09 -0.31 0.175
N 2.002 0.034 0.055 4.97 4.60 2.20 -0.537
N -0.107 -0.313 -0.375 -0.05 3.56 1.65 -0.275
N -1.308 -1.001 -0.211 -3.80 3.91 1.08 -0.173
O 1.383 -2.188 0.129 4.43 3.46 -3.37 -0.660
```
Positions in Å, forces in eV/Å.

Summary:
* LUMO level: -0.1 eV
* HOMO energy: -9.1 eV
* E: -10740.868 eV
* frontier orbital gap: 9.00 eV
* 2S+1: 1

=====

# 6
Molecular formula: C4H5N3O
Method: DFT, ωB97M-V/def2-TZVPD

Geometry as XYZ:
```
13
Properties=species:S:1:pos:R:3:forces:R:3:nbo_charge:R:1
C -0.316 -1.220 -1.588 -3.08 3.45 1.66 0.399
C -0.613 -0.081 -0.693 -3.31 0.53 0.95 -0.174
C 0.798 0.672 1.344 0.73 0.80 -0.37 -0.044
C 0.184 1.698 1.891 -1.91 1.59 0.89 -0.411
H -1.464 -1.304 -3.183 0.49 -0.24 0.65 0.492
H -1.729 0.423 -0.252 3.80 -1.30 -2.05 0.238
H 1.846 0.564 1.636 -0.49 -0.97 -0.14 0.235
H 0.764 2.119 2.850 -1.91 -0.45 -2.51 0.241
H -0.892 2.079 1.439 2.95 -0.83 1.76 0.220
N 0.412 -0.112 0.230 -0.35 -1.49 -0.42 -0.196
N 1.191 -1.204 0.051 -1.68 0.48 -3.02 -0.054
N 0.683 -1.768 -1.074 5.51 -2.73 2.85 -0.297
O -0.865 -1.866 -2.652 -0.77 1.16 -0.24 -0.650
```
Positions in Å, forces in eV/Å.

Summary:
* LUMO level: 0.3 eV
* HOMO energy: -9.1 eV
* E: -10742.462 eV
* frontier orbital gap: 9.40 eV
* 2S+1: 1

=====

# 7
Molecular formula: C4H5N3O
Method: DFT, ωB97M-V/def2-TZVPD

Geometry as XYZ:
```
13
Properties=species:S:1:pos:R:3:forces:R:3:nbo_charge:R:1
C -1.236 -0.202 1.102 -3.12 0.82 0.48 0.773
C 0.618 0.010 -0.315 -0.06 1.18 1.61 0.091
C 1.350 0.284 -1.390 -0.71 -0.83 0.24 -0.429
C 0.888 0.529 -2.703 -0.12 0.40 -3.42 0.242
H 0.096 0.148 2.497 -0.53 -1.64 -0.13 0.392
H -0.955 -1.191 2.675 -0.82 -0.53 1.67 0.406
H -1.359 0.643 -0.763 -0.41 0.14 -0.55 0.433
H 1.051 -0.235 0.701 0.11 -0.18 -2.03 0.238
H 2.342 -0.043 -1.301 1.43 0.05 -0.15 0.250
N -0.373 -0.697 2.069 2.68 1.93 -0.87 -0.875
N -0.726 0.235 -0.115 0.71 -1.11 1.60 -0.614
N 0.730 0.650 -3.863 0.04 -0.16 3.04 -0.304
O -2.426 -0.131 1.405 0.80 -0.06 -1.49 -0.602
```
Positions in Å, forces in eV/Å.

Summary:
* LUMO level: 0.4 eV
* HOMO energy: -9.6 eV
* E: -10745.993 eV
* frontier orbital gap: 9.91 eV
* 2S+1: 1

=====

# 8
Molecular formula: C4H5N3O
Method: DFT, ωB97M-V/def2-TZVPD

Geometry as XYZ:
```
13
Properties=species:S:1:pos:R:3:forces:R:3:nbo_charge:R:1
C -0.341 -1.833 -1.143 -2.81 -0.20 -0.74 -0.630
C -0.336 -0.543 -0.396 3.90 -1.21 -1.13 -0.012
C 0.818 -0.287 0.277 -3.07 -0.61 -1.47 0.184
C 0.020 1.678 0.776 -2.68 3.87 2.47 0.551
H -1.176 -2.273 -0.507 0.72 -0.83 -1.70 0.230
H -0.603 -1.740 -2.294 0.29 -0.17 2.57 0.236
H 0.572 -2.407 -1.032 -0.01 0.04 0.13 0.220
H 1.638 -0.892 0.393 1.59 -1.66 -0.03 0.197
H 0.882 2.915 2.066 -1.03 -1.03 -0.65 0.352
N 0.012 2.676 1.535 0.32 2.70 0.45 -0.668
N -1.122 1.493 0.006 -1.25 -0.85 -1.72 -0.150
N -1.308 0.391 -0.607 0.11 1.48 1.23 -0.100
O 0.945 0.823 0.925 3.92 -1.53 0.60 -0.410
```
Positions in Å, forces in eV/Å.

Summary:
* LUMO level: -0.8 eV
* HOMO energy: -8.9 eV
* E: -10743.045 eV
* frontier orbital gap: 8.09 eV
* 2S+1: 1

=====

# 9
Molecular formula: C4H5N3O
Method: DFT, ωB97M-V/def2-TZVPD

Geometry as XYZ:
```
13
Properties=species:S:1:pos:R:3:forces:R:3:nbo_charge:R:1
C -0.636 -0.592 0.209 0.12 0.10 -2.08 0.407
C 1.395 -1.021 0.055 6.96 -0.82 -2.43 0.731
C 1.057 1.450 0.467 0.98 -0.34 4.69 -0.238
C -0.037 0.750 -0.208 -3.78 0.23 -0.68 -0.196
H -2.805 -0.161 -1.200 2.63 -0.92 3.77 0.353
H -2.552 -2.021 -0.342 2.56 4.18 2.41 0.411
H 1.028 2.520 0.306 0.69 0.03 -0.57 0.218
H 1.521 1.208 1.559 -1.76 0.54 -2.28 0.199
H -1.072 1.300 -0.750 3.99 -0.94 0.87 0.232
N -2.012 -0.714 0.213 -4.53 -3.07 -4.82 -0.735
N 0.202 -1.584 0.305 -1.94 1.21 0.87 -0.494
N 1.458 0.520 -0.527 -2.92 -2.27 -0.63 -0.375
O 2.454 -1.655 -0.083 -2.99 2.07 0.89 -0.512
```
Positions in Å, forces in eV/Å.

Summary:
* LUMO level: -2.3 eV
* HOMO energy: -9.9 eV
* E: -10737.844 eV
* frontier orbital gap: 7.59 eV
* 2S+1: 1

=====

# 10
Molecular formula: C4H5N3O
Method: DFT, ωB97M-V/def2-TZVPD

Geometry as XYZ:
```
13
Properties=species:S:1:pos:R:3:forces:R:3:nbo_charge:R:1
N 0.865 0.932 1.591 -1.06 -0.49 -4.22 -0.404
C 0.721 0.610 0.444 1.64 3.45 4.03 0.395
C 0.992 0.859 -0.957 -0.73 -1.47 -0.55 -0.032
N 0.064 0.529 -1.858 -0.34 0.38 0.28 -0.196
N 0.524 0.995 -3.008 -0.10 0.19 -0.15 -0.307
C 1.738 1.577 -2.899 0.28 0.17 0.18 -0.051
C 2.122 1.438 -1.579 0.09 0.36 0.02 -0.289
H -0.071 0.967 -3.829 0.21 -0.10 0.32 0.418
H 2.168 2.137 -3.724 0.11 -0.46 0.19 0.231
H 3.080 1.683 -1.133 -0.41 0.21 -0.08 0.248
O 0.992 -1.494 1.287 -0.19 0.95 2.73 -1.004
H 1.708 -1.645 0.646 0.26 0.49 1.13 0.471
H 1.116 -0.631 2.103 0.26 -3.68 -3.89 0.520
```
Positions in Å, forces in eV/Å.

Summary:
* LUMO level: 0.6 eV
* HOMO energy: -9.5 eV
* E: -10743.708 eV
* frontier orbital gap: 10.07 eV
* 2S+1: 1